The following is a quantum chemistry calculation of an isolated ion of composition C5H10N and charge +1 in a non-equilibrium geometry, from the Open Molecules 2025 dataset.

Summary:
Energy (Eh): -250.88884
Total charge: +1
Structure (SMILES): C=C1C[C@H]1[NH2+]C

Each line ends with the Mulliken charge.
Cartesian coordinates (Å):
C -1.290 2.553 0.219  -0.6419
C -0.663 1.473 -0.216  0.3059
C 0.449 0.891 -1.044  -0.3326
C -0.438 -0.233 -0.392  -0.8262
N -0.004 -1.028 0.745  -0.1071
C 1.024 -2.057 0.369  -0.7439
H -2.142 2.606 0.964  0.2475
H -0.908 3.354 -0.214  0.2999
H 0.370 1.027 -2.174  0.2698
H 1.405 0.986 -0.670  0.2868
H -1.087 -0.780 -0.945  0.5287
H 0.423 -0.482 1.464  0.3679
H -0.807 -1.440 1.237  0.3794
H 1.950 -1.920 0.897  0.3356
H 0.513 -3.065 0.475  0.3383
H 1.205 -1.883 -0.714  0.2920